[1]
A gas-phase ion, C4H10N2O3P (charge -1) in a non-equilibrium geometry. Source: OMol25; level of theory: ωB97M-V/def2-TZVPD.

Summary:
- Net charge: -1
- Structure (SMILES): CNC/C=C(\N)[P@@](=O)([O-])O
- Frontier orbital gap: 7.663 eV
- LUMO: 3.49 eV
- Energy above the lowest of the compared OMol25 structures with the same formula, charge and spin: 12.8 kcal/mol
- Highest occupied orbital energy: -4.174 eV
- DFT total energy: -835.1116 hartree

CARTESIAN COORDINATES (ANGSTROEM)
C (-2.587, 0.677, -1.005)
N (-2.265, 0.714, 0.530)
C (-1.167, -0.285, 0.970)
C (0.220, 0.127, 0.736)
C (1.123, -0.407, -0.067)
N (0.681, -1.338, -0.991)
P (2.834, 0.262, -0.182)
O (3.646, -0.804, -0.848)
O (2.801, 1.659, -0.619)
O (3.175, 0.282, 1.488)
H (-1.875, 0.914, -1.758)
H (-3.531, 1.235, -1.225)
H (-2.867, -0.354, -1.062)
H (-2.235, 1.646, 0.975)
H (-1.464, -1.242, 0.540)
H (-1.363, -0.454, 2.081)
H (0.596, 0.918, 1.401)
H (-0.242, -1.329, -1.388)
H (1.434, -1.653, -1.603)
H (3.086, -0.568, 2.027)

natural (NBO) atomic charge list, values in e, 5 entries: -0.42, -0.67, -0.24, -0.35, -0.17

[2]
2 unconnected molecules or ions with the total composition C4H10N2OS in a non-equilibrium geometry. Source: OMol25; level of theory: ωB97M-V/def2-TZVPD.

Summary:
- Frontier orbital gap: 9.332 eV
- LUMO: 0.70 eV
- Energy above the lowest of the compared OMol25 structures with the same formula, charge and spin: 120.4 kcal/mol
- Highest occupied orbital energy: -8.628 eV
- DFT total energy: -741.1861 hartree

CARTESIAN COORDINATES (ANGSTROEM)
C (1.023, 0.099, 0.204)
C (1.746, -0.998, 0.491)
C (1.477, 1.222, -0.557)
C (2.386, -2.112, 0.811)
N (-2.196, 0.140, 1.256)
N (-1.700, -0.659, -1.048)
O (-2.039, 1.812, -0.686)
S (-2.726, 0.388, -0.112)
H (-0.014, 0.202, 0.774)
H (0.869, 1.421, -1.577)
H (1.255, 2.127, 0.045)
H (2.511, 1.300, -0.765)
H (2.432, -3.041, 0.258)
H (3.017, -2.068, 1.586)
H (-1.827, 2.302, 0.130)
H (-2.996, 0.002, 1.939)
H (-1.562, -0.540, -2.109)
H (-1.656, -1.596, -0.638)

natural (NBO) atomic charge list, values in e, 5 entries: -0.30, 0.09, -0.63, -0.50, -1.17

[3]
A single C4H10N2OS molecule in a non-equilibrium geometry. Source: OMol25; level of theory: ωB97M-V/def2-TZVPD.

Summary:
- Structure (SMILES): NC(=O)[C@H](N)CCS
- Frontier orbital gap: 9.717 eV
- LUMO: 0.83 eV
- Energy above the lowest of the compared OMol25 structures with the same formula, charge and spin: 7.9 kcal/mol
- Highest occupied orbital energy: -8.886 eV
- DFT total energy: -741.3653 hartree

CARTESIAN COORDINATES (ANGSTROEM)
N (1.161, 0.959, -2.784)
C (0.955, -0.003, -1.836)
O (1.031, -1.195, -2.076)
C (0.571, 0.492, -0.449)
N (1.564, 0.013, 0.465)
C (-0.895, 0.002, -0.191)
C (-1.462, 0.545, 1.116)
S (-1.175, -0.464, 2.609)
H (1.614, 0.752, -3.654)
H (1.227, 1.899, -2.426)
H (0.484, 1.581, -0.417)
H (1.841, -0.917, 0.192)
H (1.260, 0.000, 1.429)
H (-1.470, 0.391, -1.040)
H (-0.866, -1.084, -0.298)
H (-2.527, 0.693, 1.044)
H (-0.950, 1.466, 1.369)
H (-1.759, -1.600, 2.208)

natural (NBO) atomic charge list, values in e, 5 entries: -0.81, 0.68, -0.62, -0.12, -0.84

[4]
A single C4H10N2P2Si molecule in a non-equilibrium geometry. Source: OMol25; level of theory: ωB97M-V/def2-TZVPD.

Summary:
- Frontier orbital gap: 7.759 eV
- LUMO: -0.34 eV
- Energy above the lowest of the compared OMol25 structures with the same formula, charge and spin: 0.0 kcal/mol
- Highest occupied orbital energy: -8.103 eV
- DFT total energy: -1240.0636 hartree

CARTESIAN COORDINATES (ANGSTROEM)
C (1.113, 0.632, 0.112)
C (-1.145, -1.297, 0.182)
C (-0.244, 0.011, -2.524)
C (-1.652, 1.826, -0.353)
N (1.905, 0.716, 0.967)
N (2.839, 0.900, 1.739)
Si (-0.546, 0.301, -0.666)
P (3.272, -0.223, 2.891)
P (1.942, -1.747, 2.578)
H (-0.851, -1.326, 1.226)
H (-2.225, -1.405, 0.132)
H (-0.700, -2.163, -0.301)
H (0.064, -1.015, -2.713)
H (-1.147, 0.193, -3.103)
H (0.527, 0.666, -2.915)
H (-2.699, 1.546, -0.302)
H (-1.398, 2.319, 0.581)
H (-1.547, 2.559, -1.149)
H (2.491, -2.492, 3.619)

natural (NBO) atomic charge list, values in e, 5 entries: -0.09, -1.09, -1.09, -1.09, -0.01

Question: Among the records above, which one has the lowest DFT total energy?
Answer: C4H10N2P2Si

Question: What is the energy above the lowest of the compared OMol25 structures with the same formula, charge and spin in the third record?
Answer: 7.9 kcal/mol

Repeat the second record exactly.
2 unconnected molecules or ions with the total composition C4H10N2OS in a non-equilibrium geometry. Source: OMol25; level of theory: ωB97M-V/def2-TZVPD.

Summary:
- Frontier orbital gap: 9.332 eV
- LUMO: 0.70 eV
- Energy above the lowest of the compared OMol25 structures with the same formula, charge and spin: 120.4 kcal/mol
- Highest occupied orbital energy: -8.628 eV
- DFT total energy: -741.1861 hartree

CARTESIAN COORDINATES (ANGSTROEM)
C (1.023, 0.099, 0.204)
C (1.746, -0.998, 0.491)
C (1.477, 1.222, -0.557)
C (2.386, -2.112, 0.811)
N (-2.196, 0.140, 1.256)
N (-1.700, -0.659, -1.048)
O (-2.039, 1.812, -0.686)
S (-2.726, 0.388, -0.112)
H (-0.014, 0.202, 0.774)
H (0.869, 1.421, -1.577)
H (1.255, 2.127, 0.045)
H (2.511, 1.300, -0.765)
H (2.432, -3.041, 0.258)
H (3.017, -2.068, 1.586)
H (-1.827, 2.302, 0.130)
H (-2.996, 0.002, 1.939)
H (-1.562, -0.540, -2.109)
H (-1.656, -1.596, -0.638)

natural (NBO) atomic charge list, values in e, 5 entries: -0.30, 0.09, -0.63, -0.50, -1.17

Question: Which of these has the highest frontier orbital gap?
Answer: number 3